152
Properties=species:S:1:pos:R:3:forces:R:3:lowdin_charge:R:1 method="wB97M-V/def2-TZVPD" multiplicity=1 total_charge=+4 mol_weight_g_mol=1146.74 e_tot_ha=-3840.0310 homo_lumo_gap_ha=0.0565 lumo_ev=-14.92
In 18.5751 19.4705 3.1823 -1.1 -0.7 0.0 1.120
In 21.0060 19.7261 -0.6559 -0.4 -0.7 -0.7 1.126
Na 15.4902 17.0216 -0.3301 -0.6 -0.1 0.6 0.320
P 17.9994 18.3981 0.0037 -0.9 0.1 1.6 -0.089
O 16.9963 18.0801 1.1143 -0.2 0.3 0.6 -0.310
O 18.2732 19.8890 -0.1012 0.1 0.7 -0.4 -0.358
O 17.4601 17.7415 -1.2638 0.4 -0.2 -0.4 -0.333
O 19.3647 17.9207 0.5622 0.9 0.0 -0.6 -0.342
C 15.1698 24.6628 -0.1782 0.1 0.2 -0.3 -0.039
O 16.5998 24.5369 -0.1316 -0.1 -0.6 -0.4 -0.121
C 17.1170 24.0816 1.0567 -0.1 0.0 1.8 -0.207
C 16.6251 22.6609 1.5105 -1.0 0.1 -0.2 -0.160
N 17.3016 22.1741 2.7053 0.7 1.1 -0.5 -0.061
C 17.1086 22.9955 3.8958 -0.7 0.1 1.4 -0.178
C 15.6772 22.8353 4.4876 -0.3 2.2 0.6 -0.141
O 14.7339 23.8829 4.0296 0.3 -1.7 -0.7 -0.212
C 14.9407 25.2469 4.4765 0.4 -1.3 0.0 -0.050
H 14.6255 23.7191 -0.2122 0.4 -0.5 -0.2 0.064
H 14.9602 25.1925 -1.1076 0.0 0.1 0.3 0.110
H 14.7273 25.1611 0.6843 0.4 0.5 0.1 0.105
H 16.8512 24.7701 1.8588 -0.6 0.1 0.3 0.123
H 18.1996 24.0931 1.1830 0.4 0.1 -1.3 0.137
H 16.8092 21.9384 0.7154 0.1 -0.1 -0.2 0.098
H 15.5556 22.7786 1.6851 -0.1 -0.4 0.2 0.119
H 18.2682 22.2631 2.4265 0.6 -0.3 0.3 0.072
H 17.3578 24.0502 3.7790 -0.5 0.4 -0.9 0.112
H 17.8850 22.8358 4.6440 -0.1 -1.1 0.1 0.128
H 15.6167 22.9048 5.5737 0.9 0.3 0.3 0.120
H 15.3471 21.8041 4.3619 -0.7 0.3 -1.0 0.112
H 14.5702 25.3952 5.4909 0.1 -0.1 0.1 0.098
H 14.3813 25.9087 3.8152 0.2 -0.2 -0.1 0.098
H 16.0152 25.4201 4.4168 0.0 0.6 0.2 0.076
C 12.7504 19.1236 0.3003 -0.9 0.4 -0.6 -0.041
O 13.8668 18.8521 -0.5780 -0.2 0.5 1.2 -0.183
C 14.6858 19.9972 -0.7460 0.9 -0.1 0.2 -0.235
C 14.1254 21.1257 -1.5177 -2.2 -0.1 -1.6 -0.184
N 13.5900 20.7613 -2.8400 0.7 1.2 0.7 0.044
C 13.0085 21.8438 -3.6523 0.0 -1.9 -0.9 -0.162
C 12.6157 21.2632 -4.9883 1.8 0.6 -1.2 -0.172
O 13.7915 21.1461 -5.8676 -1.0 -1.3 0.4 -0.224
C 14.2464 22.2553 -6.6578 0.5 -0.9 0.6 -0.063
H 12.9603 19.5029 1.3004 0.9 -0.7 0.2 0.104
H 12.0885 18.2578 0.3154 0.4 0.0 0.1 0.091
H 12.1454 19.9512 -0.0701 -0.1 -0.1 -0.6 0.089
H 15.6338 19.6359 -1.1445 0.0 0.0 -0.4 0.093
H 14.9914 20.5480 0.1436 -0.1 -0.8 1.0 0.121
H 14.8544 21.9358 -1.4953 0.3 0.2 -0.4 0.120
H 13.2202 21.5080 -1.0459 0.2 0.3 0.6 0.128
H 14.1892 20.1083 -3.3244 -0.2 0.5 -0.5 0.074
H 13.7233 22.6310 -3.8921 -0.2 0.5 0.6 0.130
H 11.9870 22.1193 -3.3900 0.5 0.7 1.6 0.139
H 11.8319 21.9338 -5.3405 0.1 -0.3 -0.9 0.135
H 12.2333 20.2628 -4.7856 -0.1 -0.1 -0.6 0.124
H 14.5641 23.0048 -5.9330 -0.8 1.0 -0.6 0.085
H 13.6119 22.4130 -7.5300 -0.5 0.9 0.6 0.106
H 15.1919 22.0025 -7.1376 0.1 -0.7 0.2 0.087
C 11.2395 13.7434 6.6888 0.1 1.9 1.9 -0.107
O 10.9959 13.0933 5.5397 -0.2 -1.9 -2.3 -0.107
C 10.2693 13.8107 4.5881 0.6 0.3 -0.1 -0.167
C 10.5264 13.2309 3.1985 0.3 -1.1 -0.8 -0.140
N 11.7457 13.6611 2.5448 0.3 1.4 -1.6 0.050
C 11.5545 14.6922 1.4753 -0.2 -0.5 0.9 -0.132
C 12.6578 15.0811 0.5062 -0.5 0.4 0.3 -0.210
O 13.6032 15.9612 1.0477 0.7 0.3 1.5 -0.202
C 14.3334 15.4384 2.1760 1.6 -0.4 -1.0 -0.043
H 11.6880 14.7119 6.4675 0.2 0.5 0.0 0.096
H 11.9089 13.2606 7.4007 -0.2 -0.6 -0.5 0.113
H 10.2806 13.9600 7.1597 -0.1 0.1 0.6 0.116
H 10.5831 14.8542 4.5599 0.2 0.3 0.3 0.125
H 9.2004 13.8343 4.8003 -0.2 -0.4 0.0 0.154
H 9.6983 13.4449 2.5229 -0.3 0.4 0.2 0.136
H 10.5699 12.1418 3.2086 -0.1 -0.1 0.6 0.147
H 12.3152 12.9396 2.1261 0.2 -0.6 0.7 0.139
H 11.2022 15.6036 1.9584 -0.4 0.0 -0.1 0.141
H 10.7952 14.2207 0.8514 -0.6 0.4 -0.3 0.141
H 12.1841 15.7386 -0.2228 -0.4 -0.4 -0.3 0.133
H 13.0710 14.2293 -0.0339 0.4 -0.2 0.2 0.127
H 13.8858 15.2467 3.1512 -1.0 0.2 -0.4 0.099
H 15.1969 16.0724 2.3775 -0.2 0.6 -0.1 0.079
H 14.8022 14.5259 1.8076 -0.1 -0.5 0.3 0.093
C 16.7320 14.1389 -0.6608 1.1 -0.7 1.3 -0.079
O 15.4883 14.7668 -0.9728 0.6 -0.1 -1.3 -0.235
C 15.1045 14.5902 -2.3925 0.9 0.7 1.5 -0.065
C 16.0903 15.3824 -3.3412 -0.1 1.2 0.2 -0.057
N 15.9442 16.8797 -3.2238 -0.5 -2.4 -0.9 0.123
C 14.8829 17.7222 -3.7206 1.3 -1.2 1.0 -0.133
C 14.7710 17.7130 -5.2244 0.6 -0.7 -1.0 -0.193
O 14.5268 16.4140 -5.7379 -0.5 1.3 0.6 -0.198
C 14.3943 16.3553 -7.2062 1.3 -0.3 1.8 0.002
H 16.8068 13.0515 -0.6657 -0.8 -0.3 -1.2 0.111
H 16.9969 14.1970 0.3949 -0.7 1.0 0.4 0.085
H 17.6369 14.5316 -1.1244 -0.3 0.3 -0.6 0.087
H 14.1136 15.0378 -2.4697 0.0 -0.2 -0.1 0.125
H 15.0669 13.5091 -2.5264 0.2 0.1 -0.8 0.146
H 16.0098 15.0261 -4.3682 -0.6 0.2 -0.1 0.138
H 17.1437 15.2564 -3.0909 -0.2 -0.5 0.4 0.108
H 16.6524 17.2073 -2.5825 0.2 1.0 0.4 0.036
H 15.1360 18.7307 -3.3936 -0.2 -0.3 0.1 0.106
H 13.9668 17.3242 -3.2842 -0.7 0.3 0.1 0.159
H 15.7604 18.0537 -5.5296 0.2 0.2 -0.5 0.131
H 14.0679 18.5094 -5.4683 -0.5 -0.2 -0.4 0.126
H 15.3874 16.6219 -7.5679 -0.2 0.4 -0.6 0.093
H 13.5935 17.0268 -7.5158 0.0 -0.5 -0.3 0.104
H 14.3192 15.2757 -7.3362 -0.8 0.3 -0.6 0.103
C 15.0377 18.6217 9.7789 -0.1 0.7 0.4 -0.063
O 15.1506 18.8665 8.3499 0.4 -0.7 1.8 -0.177
C 16.2151 19.7466 8.0201 -1.4 -0.5 0.1 -0.211
C 16.3323 19.6769 6.5384 -0.9 2.2 -1.9 -0.236
N 17.0887 18.6767 5.8108 0.9 -1.4 1.8 -0.058
C 16.6146 17.2665 5.9918 -0.8 0.0 -1.8 -0.146
C 17.6163 16.3469 5.2714 -1.5 -1.3 0.6 -0.207
O 17.4248 16.4744 3.8807 0.6 1.9 -0.6 -0.276
C 18.4031 15.8204 3.0834 -1.4 -0.3 -0.3 -0.093
H 14.9470 19.5364 10.3648 0.5 0.6 -0.4 0.090
H 15.8917 18.0807 10.1864 0.0 -0.2 -0.3 0.094
H 14.0993 18.1658 10.0947 0.1 -0.7 -1.0 0.093
H 17.1809 19.6490 8.5158 0.1 -0.8 0.4 0.142
H 15.8814 20.7530 8.2728 0.0 0.3 0.0 0.137
H 16.7106 20.6739 6.3124 0.8 0.1 -0.5 0.101
H 15.3701 19.7663 6.0342 -0.5 -0.4 0.5 0.131
H 17.8614 18.5276 6.4439 1.4 0.8 -0.3 0.103
H 15.6472 17.1587 5.5013 0.0 0.0 -0.4 0.124
H 16.3436 17.0117 7.0164 0.8 0.0 0.3 0.133
H 17.3373 15.3025 5.4111 0.0 -0.2 1.0 0.134
H 18.6379 16.4345 5.6413 0.3 0.4 -0.3 0.134
H 18.2521 14.7490 3.2150 0.8 -0.3 0.4 0.103
H 19.4084 16.2027 3.2602 0.1 -0.3 0.0 0.099
H 18.0790 15.9851 2.0558 0.4 0.4 0.0 0.056
C 22.7487 16.7374 -3.0090 3.2 1.3 -2.6 -0.146
O 21.7955 17.0627 -2.1125 -3.6 -0.9 0.8 -0.236
C 20.5101 16.5090 -2.5441 -0.5 1.1 2.3 -0.160
C 19.7300 17.4025 -3.5535 2.6 -0.8 1.0 -0.140
N 19.3599 18.6457 -2.9277 -0.7 0.5 -0.5 -0.028
C 18.4939 19.4286 -3.7766 0.1 1.5 -1.3 -0.146
C 17.9646 20.7752 -3.2304 -0.2 -1.5 0.7 -0.230
O 19.0551 21.4823 -2.8052 1.9 1.7 0.2 -0.231
C 18.8368 22.7669 -2.1263 0.2 -1.5 -0.8 -0.010
H 23.6419 16.2131 -2.6693 -0.6 -1.0 0.5 0.110
H 23.2498 17.6605 -3.3004 0.0 0.5 -0.4 0.097
H 22.3470 16.3665 -3.9520 0.2 -0.5 0.1 0.102
H 19.9700 16.5136 -1.5973 -0.4 0.2 0.1 0.094
H 20.4842 15.4452 -2.7800 0.8 0.1 -0.7 0.140
H 18.8156 16.8425 -3.7492 -0.2 -0.2 -0.8 0.122
H 20.4340 17.5402 -4.3742 -0.7 0.1 -0.6 0.143
H 18.6177 18.3168 -2.3268 0.2 0.0 1.8 0.018
H 17.6720 18.7685 -4.0541 -1.0 -0.4 0.2 0.107
H 18.8675 19.6302 -4.7806 0.8 0.0 0.1 0.148
H 17.3591 20.6128 -2.3387 -0.7 -0.3 0.2 0.090
H 17.3356 21.2201 -4.0014 0.1 0.4 -0.2 0.137
H 18.0607 22.5434 -1.3944 -0.1 0.7 0.1 0.067
H 18.6360 23.5556 -2.8514 -0.6 -0.1 0.1 0.106
H 19.7864 23.0459 -1.6697 -0.1 -0.3 0.2 0.093